Run w
Formula: H4N3OPS
Source: the OMol25 dataset
Level of theory: wB97M-V/def2-TZVPD

The molecular weight is 125.1 Da. For the orbital gap, the calculation gives 8.57 eV. The calculation puts the HOMO energy at -8.131 eV. As for the LUMO energy: 0.016 hartree.

Structure (ORCA input):
```
! wB97M-V def2-TZVPD RIJCOSX def2/J DEFGRID3
* xyz 0 1
N 1.10736 -0.35489 1.00844
N 0.74242 0.47865 -1.20547
N -1.27536 0.54010 0.43265
O -0.33579 -1.93486 -0.63382
P -0.18502 -0.53532 -0.15566
S 1.92667 0.79348 0.03649
H 0.69681 -0.14824 1.85820
H 1.06567 -0.16238 -2.05084
H -1.77948 1.26405 -0.26834
H -1.96328 0.05939 0.97835
*
```

Run x
Formula: H4N3OPS
Source: the OMol25 dataset
Level of theory: wB97M-V/def2-TZVPD

The molecular weight is 125.1 Da. For the orbital gap (spin up / spin down), the calculation gives 6.76 / 6.76 eV. The calculation puts the HOMO energy (spin up / spin down) at -8.271 / -8.265 eV. As for the LUMO energy (spin up / spin down): -0.056 / -0.055 hartree.

Structure (ORCA input):
```
! wB97M-V def2-TZVPD RIJCOSX def2/J DEFGRID3
* xyz 0 1
N -1.18338 0.54829 0.10236
N 0.59072 1.05604 -1.21176
N 0.37059 -2.06756 0.06333
O 0.36811 2.24406 1.65463
P 0.43402 0.99544 0.91292
S -0.64311 -0.05122 -1.23923
H -2.11064 0.44133 0.53822
H 1.19758 0.98769 -2.04071
H -0.28699 -2.07013 0.85630
H 1.26311 -2.08394 0.36394
*
```

Most stable structure, least stable structure: run w, run x.

Run w
Formula: C7H12Si
Source: the OMol25 dataset
Level of theory: wB97M-V/def2-TZVPD

The molecular weight is 124.3 Da. For the orbital gap, the calculation gives 8.70 eV. The calculation puts the HOMO energy at -8.749 eV. As for the LUMO energy: -0.002 hartree.

Structure (ORCA input):
```
! wB97M-V def2-TZVPD RIJCOSX def2/J DEFGRID3
* xyz 0 1
C -2.62247 -0.57033 -0.17757
C -3.80943 -0.92913 -0.28595
C 1.28212 0.98608 2.41902
C 0.94546 0.00392 1.67986
C 0.89409 -2.08359 -1.21170
C -0.32517 2.21822 -0.11468
C 0.67966 -0.55541 -1.39111
Si -0.04249 0.35566 0.11579
H -4.65408 -1.48597 -0.57123
H 1.92913 0.83666 3.22094
H 0.67288 1.94296 2.42539
H 1.44508 -0.90053 1.62806
H 1.82673 -2.06058 -0.63977
H 0.10660 -2.53306 -0.74031
H 1.06065 -2.44675 -2.26069
H -0.01925 2.53872 -1.05343
H -1.38231 2.48377 0.08943
H 0.23788 2.68798 0.74951
H 0.12130 -0.36745 -2.27219
H 1.65362 -0.12118 -1.60938
*
```

Run x
Formula: C7H12Si
Source: the OMol25 dataset
Level of theory: wB97M-V/def2-TZVPD

The molecular weight is 124.3 Da. For the orbital gap (spin up / spin down), the calculation gives 6.80 / 7.67 eV. The calculation puts the HOMO energy (spin up / spin down) at -7.506 / -7.509 eV. As for the LUMO energy (spin up / spin down): -0.026 / 0.006 hartree.

Structure (ORCA input):
```
! wB97M-V def2-TZVPD RIJCOSX def2/J DEFGRID3
* xyz 0 1
C -1.46154 1.12363 -0.35823
C -0.03639 1.06682 -0.28320
C -1.63267 -1.30674 0.06154
C -2.14801 -0.01590 -0.12139
C 0.79681 0.12434 0.05904
C -3.69460 -0.07260 -0.01217
C 3.68340 0.57607 0.01307
Si 2.30832 -0.79116 0.14598
H -1.88108 2.10298 -0.53687
H 0.55819 2.02450 -0.52445
H -0.78260 -1.48855 -0.70069
H -2.11801 -2.28076 0.47116
H -4.17263 0.78434 0.51814
H -4.03013 -1.00966 0.56943
H -4.05311 -0.07964 -0.96058
H 4.23039 0.50318 0.98867
H 4.53118 0.24328 -0.59332
H 3.31662 1.56966 -0.25071
H 2.13289 -1.84841 -0.94024
H 2.45784 -1.35704 1.49149
*
```

Most stable structure, least stable structure: run w, run x.

Run w
Formula: C3H9NO
Source: the OMol25 dataset
Level of theory: wB97M-V/def2-TZVPD

The molecular weight is 75.1 Da. For the orbital gap, the calculation gives 9.86 eV. The calculation puts the HOMO energy at -9.194 eV. As for the structure (SMILES): C=O.CCN. As for the LUMO energy: 0.025 hartree.

Structure (ORCA input):
```
! wB97M-V def2-TZVPD RIJCOSX def2/J DEFGRID3
* xyz 0 1
C 0.27480 1.41157 0.90978
O 1.23518 1.64187 1.65525
H -0.67860 1.94408 1.16802
H 0.42030 1.37396 -0.24432
C -0.66736 -1.58823 0.30962
C 0.08231 -1.13851 -0.88396
N -0.60268 -0.04979 -1.64393
H -1.64671 -1.01819 0.43332
H -1.05094 -2.57609 0.24666
H -0.14536 -1.43711 1.26432
H 1.18874 -0.88319 -0.83617
H 0.09032 -1.96207 -1.58274
H -0.30668 -0.19202 -2.59361
H -1.67224 -0.14477 -1.60260
*
```

Run x
Formula: C3H9NO
Source: the OMol25 dataset
Level of theory: wB97M-V/def2-TZVPD

The molecular weight is 75.1 Da. For the orbital gap, the calculation gives 10.40 eV. The calculation puts the HOMO energy at -9.615 eV. As for the structure (SMILES): C=CCN.O. As for the LUMO energy: 0.029 hartree.

Structure (ORCA input):
```
! wB97M-V def2-TZVPD RIJCOSX def2/J DEFGRID3
* xyz 0 1
C -1.60878 0.66997 -1.64958
C -1.94892 0.46163 -0.39481
C -1.01669 0.04291 0.70350
N -0.90269 1.12807 1.69232
H -2.31160 0.95028 -2.42152
H -0.55809 0.67139 -1.92137
H -2.91662 0.65059 0.07754
H -1.38291 -0.78663 1.31043
H -0.12580 -0.34849 0.18880
H -0.08834 1.73643 1.55962
H -0.59102 0.73402 2.58364
O 4.54415 -1.61624 -0.60931
H 4.63131 -2.22433 -1.32397
H 4.27601 -2.06960 0.20471
*
```

Run y
Formula: C3H9NO
Source: the OMol25 dataset
Level of theory: wB97M-V/def2-TZVPD

The molecular weight is 75.1 Da. For the orbital gap, the calculation gives 10.45 eV. The calculation puts the HOMO energy at -9.530 eV. As for the structure (SMILES): C=CN.CO. As for the LUMO energy: 0.034 hartree.

Structure (ORCA input):
```
! wB97M-V def2-TZVPD RIJCOSX def2/J DEFGRID3
* xyz 0 1
C 1.11005 0.33229 0.73936
C 1.36924 -0.96637 0.37917
N 0.62086 -2.06813 0.90968
H 1.05489 1.18608 0.03675
H 0.41768 0.47091 1.61130
H 2.12034 -1.35135 -0.37361
H 0.39781 -2.64818 0.17857
H 1.18662 -2.78236 1.43284
C -1.34239 0.63266 -1.00543
O -1.43930 2.08394 -0.85264
H -0.52243 0.28358 -1.71689
H -2.36853 0.30913 -1.39852
H -1.21026 0.19036 0.07108
H -0.72913 2.15569 -0.06673
*
```

Run z
Formula: C3H9NO
Source: the OMol25 dataset
Level of theory: wB97M-V/def2-TZVPD

The molecular weight is 75.1 Da. For the orbital gap, the calculation gives 10.39 eV. The calculation puts the HOMO energy at -9.270 eV. As for the structure (SMILES): COCCN. As for the LUMO energy: 0.041 hartree.

Structure (ORCA input):
```
! wB97M-V def2-TZVPD RIJCOSX def2/J DEFGRID3
* xyz 0 1
C -0.72148 -2.00419 -0.78238
O -0.26599 -0.62406 -0.80578
C 0.18609 -0.36945 0.50673
C 0.87551 1.00465 0.57744
N -0.07326 2.10625 0.35714
H -0.89255 -2.39411 -1.81777
H -1.72682 -2.13453 -0.22332
H 0.02917 -2.72105 -0.35726
H 0.87186 -1.17926 0.88703
H -0.66311 -0.37920 1.18759
H 1.44686 0.98619 1.53325
H 1.59103 0.93742 -0.27215
H -0.49776 2.42343 1.28849
H 0.44133 2.92382 -0.09030
*
```

Most stable structure, least stable structure: run z, run y.

Run w
Formula: C4H10NO2
Source: the OMol25 dataset
Level of theory: wB97M-V/def2-TZVPD

The molecular weight is 104.1 Da. For the orbital gap, the calculation gives 11.08 eV. The calculation puts the HOMO energy at -14.462 eV. As for the structure (SMILES): [NH3+][C@@H](CO)CC=O. As for the LUMO energy: -0.124 hartree.

Structure (ORCA input):
```
! wB97M-V def2-TZVPD RIJCOSX def2/J DEFGRID3
* xyz 1 1
N -1.17748 -0.85782 0.17802
C -0.11239 0.15765 -0.13687
C -0.36244 1.44494 0.57309
O -1.73791 1.74273 0.23210
C 1.30295 -0.40299 0.05674
C 1.62771 -1.41917 -1.02881
O 0.84524 -1.72392 -1.88452
H -0.92032 -1.71153 -0.29942
H -1.20908 -1.02588 1.18452
H -2.05579 -0.44760 -0.14816
H -0.23126 0.33141 -1.20536
H -0.26006 1.42286 1.62577
H 0.27490 2.21412 0.13395
H -2.06680 2.52730 0.69297
H 1.45106 -0.83198 1.05140
H 1.98952 0.42237 -0.08867
H 2.64215 -1.84247 -0.93677
*
```

Run x
Formula: C4H10NO2
Source: the OMol25 dataset
Level of theory: wB97M-V/def2-TZVPD

The molecular weight is 104.1 Da. For the orbital gap, the calculation gives 11.56 eV. The calculation puts the HOMO energy at -14.889 eV. As for the structure (SMILES): C=C(O)[NH2+][C@@H](C)O. As for the LUMO energy: -0.122 hartree.

Structure (ORCA input):
```
! wB97M-V def2-TZVPD RIJCOSX def2/J DEFGRID3
* xyz 1 1
C -1.92835 1.28073 0.65445
C -1.35328 0.41166 -0.12574
O -2.13928 -1.09721 -0.53106
N -0.10255 0.32212 -0.78894
C 1.15270 0.20991 0.17126
C 1.45703 -1.25144 0.37708
O 2.13170 0.95949 -0.39527
H -2.90644 1.11643 1.07529
H -1.45176 2.21436 0.90762
H -3.01987 -1.06651 -0.15703
H 0.06805 1.14647 -1.38291
H -0.17024 -0.51572 -1.39293
H 0.81977 0.70049 1.09493
H 1.81916 -1.71071 -0.54389
H 0.57509 -1.78653 0.71846
H 2.23018 -1.35414 1.13658
H 2.81809 0.42060 -0.81789
*
```

Run y
Formula: C4H10NO2
Source: the OMol25 dataset
Level of theory: wB97M-V/def2-TZVPD

The molecular weight is 104.1 Da. For the orbital gap, the calculation gives 10.83 eV. The calculation puts the HOMO energy at -14.939 eV. As for the LUMO energy: -0.151 hartree.

Structure (ORCA input):
```
! wB97M-V def2-TZVPD RIJCOSX def2/J DEFGRID3
* xyz 1 1
C -1.19974 2.16556 -0.43204
C -0.58519 1.22572 0.12833
C 1.64218 -1.11098 -0.63565
C 1.18886 -0.32252 0.61492
N -0.15874 0.07048 0.37690
O -2.46276 -1.08094 0.42597
O 1.84655 0.83815 0.75162
H -1.60453 2.95375 0.22640
H -1.10056 2.22527 -1.56522
H 2.66541 -0.53210 -0.93642
H 0.87185 -0.99382 -1.37922
H 1.85782 -2.21338 -0.48266
H 1.32948 -1.03850 1.45104
H -0.83992 -0.60113 0.65324
H -3.27870 -0.44645 0.39258
H -2.94668 -1.80978 -0.12768
H 2.77466 0.67066 0.53790
*
```

Run z
Formula: C4H10NO2
Source: the OMol25 dataset
Level of theory: wB97M-V/def2-TZVPD

The molecular weight is 104.1 Da. For the orbital gap, the calculation gives 5.60 eV. The calculation puts the HOMO energy at -14.269 eV. As for the LUMO energy: -0.319 hartree.

Structure (ORCA input):
```
! wB97M-V def2-TZVPD RIJCOSX def2/J DEFGRID3
* xyz 1 1
O 1.15737 -0.25553 1.40174
C 0.27950 0.55960 1.24776
O 0.48197 1.81778 1.63349
C -1.03596 0.24170 0.69696
C -1.27891 -1.17990 0.44014
C -0.59747 -1.68408 -0.87357
N 1.39295 1.25904 -1.54153
H 1.25705 1.95705 2.19437
H -1.76303 1.04320 0.55979
H -2.34728 -1.40430 0.41852
H -0.87727 -1.78926 1.26084
H 0.45992 -1.42936 -0.82551
H -1.03203 -1.11518 -1.69473
H -0.73695 -2.75652 -1.01725
H 0.97725 2.18132 -1.69961
H 1.28442 1.05893 -0.55179
H 2.37846 1.49551 -1.64961
*
```

Most stable structure, least stable structure: run w, run z.

Run w
Formula: C3H2BrClO
Source: the OMol25 dataset
Level of theory: wB97M-V/def2-TZVPD

The molecular weight is 169.4 Da. For the orbital gap, the calculation gives 9.19 eV. The calculation puts the HOMO energy at -9.782 eV. As for the structure (SMILES): O=C/C(Br)=C/Cl. As for the LUMO energy: -0.022 hartree.

Structure (ORCA input):
```
! wB97M-V def2-TZVPD RIJCOSX def2/J DEFGRID3
* xyz 0 1
O 2.42115 0.43686 -0.59526
C 1.33684 0.53163 -0.08006
C 0.06351 -0.33057 -0.33705
Br 0.07734 -1.82407 -1.47246
C -1.10166 0.00141 0.41860
Cl -2.58296 -0.96467 0.33682
H 0.92799 1.44103 0.51135
H -1.14221 0.70838 1.21806
*
```

Run x
Formula: C3H2BrClO
Source: the OMol25 dataset
Level of theory: wB97M-V/def2-TZVPD

The molecular weight is 169.4 Da. For the orbital gap, the calculation gives 10.53 eV. The calculation puts the HOMO energy at -10.125 eV. As for the structure (SMILES): C#CCl.O=CBr. As for the LUMO energy: 0.015 hartree.

Structure (ORCA input):
```
! wB97M-V def2-TZVPD RIJCOSX def2/J DEFGRID3
* xyz 0 1
C 2.14499 -0.71324 -0.43036
C 1.40119 -1.65507 -0.40668
Cl 0.29417 -2.85135 -0.03918
H 2.57015 0.24032 -0.42140
O -0.75501 0.42066 0.89290
C -1.34052 1.31632 0.42616
Br -3.13317 0.92734 -0.28100
H -1.18179 2.31503 0.25956
*
```

Most stable structure, least stable structure: run w, run x.